Entry w
14
Properties=species:S:1:pos:R:3 method="wB97M-V/def2-TZVPD" multiplicity=1 orbital_gap_ev=10.0249
O -2.578 -0.650 -0.213
C -1.896 0.296 -0.021
C -0.505 0.206 0.398
C 0.358 0.838 -0.611
C 1.651 0.559 -0.662
O 2.441 -0.168 0.203
N -0.125 -1.235 0.764
F -0.056 -1.927 -0.409
H -2.104 1.316 -0.254
H -0.399 0.660 1.363
H -0.013 1.603 -1.181
H 2.277 0.868 -1.462
H 1.841 -0.596 0.834
H -0.892 -1.771 1.251

Entry x
14
Properties=species:S:1:pos:R:3 method="wB97M-V/def2-TZVPD" multiplicity=1 smiles="O=CNCC(=O)CF" orbital_gap_ev=10.4808
O -0.515 -0.314 -2.059
C -1.139 -0.881 -1.185
N -1.322 -0.380 0.055
C -0.726 0.883 0.425
C 0.786 0.971 0.185
O 1.313 2.009 -0.116
C 1.617 -0.283 0.387
F 1.037 -1.119 1.326
H -1.606 -1.853 -1.323
H -1.659 -1.006 0.784
H -1.156 1.720 -0.128
H -0.904 1.068 1.493
H 1.653 -0.829 -0.596
H 2.622 0.014 0.750

entry x is favored, and the nearest alternative lies 343.4 kJ/mol above it.

Entry w
25
Properties=species:S:1:pos:R:3 method="wB97M-V/def2-TZVPD" multiplicity=1 charge=-1 orbital_gap_ev=7.5877
Cl -2.473 1.349 0.231
C 0.428 3.666 1.101
O 0.608 4.783 1.554
N 1.461 2.885 0.664
C 1.283 1.521 0.189
C 2.767 3.524 0.382
H -0.572 3.210 1.040
H 2.167 0.939 0.450
H 1.131 1.548 -0.890
H 0.463 0.943 0.616
H 2.862 3.672 -0.694
H 2.977 4.461 0.897
H 3.462 2.758 0.725
C 0.138 -2.691 -0.638
O 0.929 -3.231 -1.400
N -1.201 -2.904 -0.536
C -1.899 -3.822 -1.381
C -2.022 -2.272 0.477
H 0.451 -1.833 -0.023
H -2.424 -4.513 -0.722
H -1.211 -4.313 -2.069
H -2.649 -3.348 -2.015
H -2.652 -3.052 0.904
H -1.351 -1.735 1.147
H -2.675 -1.546 -0.007

Entry x
25
Properties=species:S:1:pos:R:3 method="wB97M-V/def2-TZVPD" multiplicity=1 charge=-1 orbital_gap_ev=8.7241
Cl 18.302 -19.061 -19.603
C 15.431 -21.547 -21.596
C 14.539 -21.037 -20.620
O 13.542 -21.755 -20.293
N 14.979 -19.955 -20.048
C 14.359 -19.356 -18.930
H 15.898 -20.826 -22.267
H 14.944 -22.211 -22.310
H 16.166 -22.237 -21.180
H 15.896 -19.581 -20.243
H 13.799 -18.522 -19.352
H 15.157 -19.275 -18.192
H 13.604 -19.956 -18.422
C 17.111 -22.229 -18.094
C 17.865 -23.000 -19.140
O 17.599 -24.137 -19.376
N 18.802 -22.343 -19.788
C 19.853 -22.758 -20.704
H 17.792 -21.403 -17.887
H 16.994 -22.796 -17.171
H 16.126 -21.918 -18.443
H 18.572 -21.359 -19.766
H 19.541 -22.757 -21.749
H 20.204 -23.768 -20.493
H 20.658 -22.028 -20.779

entry x is favored, and the nearest alternative lies 64.2 kJ/mol above it.

Entry w
91
Properties=species:S:1:pos:R:3 method="wB97M-V/def2-TZVPD" multiplicity=1 charge=-1 orbital_gap_ev=9.3348
B 10.699 9.475 28.677
F 10.381 10.197 29.800
F 11.083 8.209 28.975
F 9.591 9.299 27.879
F 11.739 10.042 27.945
C 13.058 11.663 31.271
O 13.942 12.150 31.968
N 13.196 11.281 30.055
N 11.794 11.569 31.652
H 14.098 11.363 29.609
H 12.401 11.149 29.446
H 11.112 11.223 30.992
H 11.589 11.804 32.612
C 7.989 7.830 30.953
O 7.121 7.549 31.814
N 7.733 7.904 29.636
N 9.168 8.253 31.264
H 8.503 8.152 29.031
H 6.767 8.006 29.360
H 9.744 8.608 30.515
H 9.613 8.205 32.170
C 10.964 13.243 25.232
O 11.512 14.178 24.604
N 9.831 12.712 24.937
N 11.554 12.472 26.102
H 9.426 12.936 24.039
H 9.471 11.919 25.449
H 12.505 12.741 26.311
H 10.945 11.950 26.716
C 14.491 8.479 26.668
O 15.388 7.939 26.069
N 13.398 7.902 27.044
N 14.600 9.709 27.006
H 13.309 6.900 26.947
H 12.753 8.319 27.700
H 15.422 10.136 26.604
H 13.731 10.137 27.293
C 14.197 4.027 33.668
C 14.300 5.298 34.476
C 13.412 6.401 33.971
O 13.733 6.837 32.660
C 13.093 7.959 32.158
N 13.915 4.853 35.806
H 14.549 4.119 32.641
H 13.137 3.771 33.643
H 14.767 3.167 34.020
H 15.331 5.653 34.449
H 13.516 7.291 34.591
H 12.363 6.104 33.936
H 12.359 7.612 31.430
H 13.781 8.547 31.551
H 12.638 8.679 32.837
H 13.863 5.658 36.414
H 12.938 4.640 35.660
C 10.825 3.080 28.426
C 10.493 4.524 28.702
C 10.594 4.981 30.185
O 9.558 4.311 30.852
C 9.842 4.231 32.346
N 11.283 5.339 27.867
H 10.855 2.796 27.374
H 10.065 2.526 28.977
H 11.708 2.779 28.990
H 9.433 4.619 28.463
H 10.235 5.999 30.340
H 11.628 4.883 30.517
H 9.770 5.149 32.929
H 10.836 3.845 32.571
H 9.147 3.608 32.910
H 11.185 6.171 28.432
H 10.949 5.488 26.926
C 12.104 9.426 23.938
C 11.086 8.315 23.804
C 9.650 8.766 24.288
O 8.692 7.877 23.707
C 7.403 8.409 23.830
N 11.098 8.038 22.420
H 12.288 9.663 24.986
H 11.878 10.220 23.226
H 13.127 9.120 23.719
H 11.413 7.431 24.353
H 9.413 9.799 24.032
H 9.559 8.782 25.374
H 6.637 7.695 23.524
H 7.275 9.347 23.290
H 7.179 8.653 24.868
H 10.628 7.146 22.471
H 10.461 8.717 22.028
O 8.162 11.354 27.004
H 7.306 11.294 27.427
H 8.704 10.715 27.467

Entry x
91
Properties=species:S:1:pos:R:3 method="wB97M-V/def2-TZVPD" multiplicity=1 charge=-1 orbital_gap_ev=8.6459
B 14.826 20.258 11.863
F 15.375 19.389 12.797
F 15.074 21.587 12.217
F 15.299 19.954 10.582
F 13.434 20.050 11.817
C 18.513 20.094 14.209
O 19.660 20.244 14.595
N 17.497 20.988 14.429
N 18.081 19.063 13.415
H 17.722 21.913 14.745
H 16.608 20.848 13.987
H 18.720 18.317 13.212
H 17.105 18.815 13.423
C 17.535 22.393 9.063
O 17.735 23.033 8.022
N 17.984 21.135 9.232
N 17.039 22.963 10.195
H 17.645 20.690 10.065
H 18.326 20.773 8.357
H 16.892 22.415 11.022
H 16.577 23.849 10.098
C 11.834 22.874 10.248
O 10.956 23.415 9.580
N 11.663 21.631 10.817
N 13.076 23.370 10.497
H 10.704 21.430 11.040
H 12.506 21.277 11.254
H 13.344 24.201 9.998
H 13.774 22.896 11.034
C 12.393 23.879 14.987
O 12.519 24.995 15.502
N 11.201 23.384 14.550
N 13.448 23.126 14.641
H 11.120 22.428 14.234
H 10.401 23.986 14.566
H 14.411 23.300 14.848
H 13.243 22.193 14.312
C 17.216 17.068 11.308
C 17.862 16.036 10.362
C 17.155 15.942 9.028
O 17.778 15.157 8.060
C 17.040 14.915 6.882
N 19.195 16.572 10.011
H 16.166 16.906 11.555
H 17.409 18.087 10.978
H 17.813 16.947 12.211
H 17.955 15.059 10.840
H 17.102 16.972 8.642
H 16.138 15.544 9.168
H 16.353 14.084 7.058
H 17.761 14.633 6.116
H 16.496 15.771 6.473
H 19.806 16.718 10.811
H 18.989 17.540 9.770
C 12.844 16.496 10.939
C 12.476 16.300 12.422
C 13.199 15.085 13.069
O 13.017 13.908 12.335
C 11.714 13.348 12.402
N 12.754 17.576 13.110
H 12.236 15.824 10.334
H 13.913 16.259 10.903
H 12.794 17.519 10.570
H 11.442 15.949 12.506
H 12.774 15.030 14.084
H 14.233 15.335 13.328
H 11.595 12.597 11.624
H 10.862 14.026 12.424
H 11.709 12.798 13.352
H 13.467 17.236 13.753
H 13.223 18.164 12.437
C 14.765 18.269 7.519
C 13.929 19.463 7.192
C 12.554 19.283 7.859
O 11.692 20.401 7.782
C 11.113 20.593 6.488
N 14.516 20.642 7.860
H 14.210 17.331 7.444
H 15.147 18.332 8.539
H 15.656 18.243 6.887
H 13.798 19.794 6.160
H 12.674 19.147 8.937
H 12.006 18.386 7.527
H 11.848 20.413 5.702
H 10.856 21.651 6.456
H 10.235 19.949 6.415
H 13.777 21.308 8.072
H 14.838 20.386 8.793
O 11.605 20.570 14.051
H 12.067 19.977 13.443
H 11.737 20.175 14.919

entry x is favored, and the nearest alternative lies 214.4 kJ/mol above it.

Entry w
16
Properties=species:S:1:pos:R:3 method="wB97M-V/def2-TZVPD" multiplicity=1 smiles=CNCCC[S-] charge=-1 orbital_gap_ev=5.5840
C 0.522 -2.206 -0.198
N 1.277 -0.956 -0.518
C 0.862 0.266 0.187
C -0.590 0.684 -0.231
C -1.060 1.994 0.446
S -2.836 2.193 0.134
H -0.084 -2.233 0.704
H 1.073 -3.063 -0.318
H -0.255 -2.264 -1.105
H 2.276 -1.144 -0.417
H 1.474 1.037 -0.078
H 0.941 0.130 1.285
H -1.347 -0.155 0.087
H -0.810 0.720 -1.356
H -0.572 2.843 -0.099
H -0.871 2.153 1.477

Entry x
16
Properties=species:S:1:pos:R:3 method="wB97M-V/def2-TZVPD" multiplicity=1 smiles=CN[C@H](C)C[S-] charge=-1 orbital_gap_ev=6.0158
C -0.891 -2.042 1.221
N -1.157 -1.432 -0.056
C -0.644 -0.072 -0.246
C -1.123 0.365 -1.647
C 0.867 -0.033 -0.189
S 1.502 1.565 0.432
H -1.101 -1.384 2.074
H 0.135 -2.394 1.280
H -1.509 -2.934 1.316
H -2.127 -1.531 -0.314
H -1.089 0.613 0.469
H -2.193 0.535 -1.614
H -0.609 1.241 -2.023
H -0.919 -0.482 -2.312
H 1.283 -0.221 -1.181
H 1.292 -0.788 0.465

Entry y
16
Properties=species:S:1:pos:R:3 method="wB97M-V/def2-TZVPD" multiplicity=1 smiles=CNCCC[S-] charge=-1 orbital_gap_ev=6.0328
C 0.249 -0.670 2.570
N 0.419 -1.595 1.454
C 1.328 -1.066 0.407
C 0.610 -0.435 -0.775
C -0.423 0.626 -0.409
S -1.118 1.563 -1.830
H 1.215 -0.353 2.941
H -0.421 -1.153 3.294
H -0.355 0.220 2.323
H -0.466 -1.808 1.050
H 1.966 -1.918 0.123
H 2.086 -0.429 0.869
H 0.077 -1.166 -1.387
H 1.314 0.132 -1.388
H 0.128 1.407 0.146
H -1.273 0.315 0.195

entry x is favored, and the nearest alternative lies 30.1 kJ/mol above it.